[1]
{"formula": "C6H16", "method": "the ωB97M-V functional and the def2-TZVPD basis", "homo_lumo_gap_ha": 0.4336, "total_energy_ha": -238.1461, "smiles": "CCC.CCC", "de_lowest_kcal_mol": 31.6, "total_charge": 0, "symbols": ["C", "C", "C", "H", "H", "H", "H", "H", "H", "H", "H", "C", "C", "C", "H", "H", "H", "H", "H", "H", "H", "H"], "positions_angstrom": [[1.117672, -1.086298, 0.513582], [2.257005, -0.474813, 1.150404], [2.271780, 1.054707, 1.319568], [0.202150, -1.138464, 1.117071], [0.830432, -0.406095, -0.337519], [1.434458, -2.009526, 0.014234], [2.595054, -0.929571, 2.072304], [3.079389, -0.495256, 0.431422], [3.122289, 1.429559, 1.973608], [1.358297, 1.347920, 1.938009], [2.267273, 1.493946, 0.318705], [-1.387164, -0.595946, -1.925745], [-1.452488, 0.099757, -0.552575], [-2.750259, 0.913308, -0.445409], [-1.140020, 0.151129, -2.700823], [-0.651189, -1.413561, -1.809910], [-2.374694, -0.968328, -1.987039], [-1.465768, -0.590868, 0.315353], [-0.581329, 0.727504, -0.361394], [-2.504085, 1.875367, -0.026665], [-3.449042, 0.309275, 0.109692], [-3.062497, 1.152683, -1.425992]], "forces_ev_per_angstrom": [[-1.76, 0.39, -2.16], [3.28, 1.99, 0.49], [-1.41, 0.31, 2.28], [0.52, -0.51, 0.00], [0.39, -0.85, 0.71], [-0.57, -0.22, 0.51], [-0.02, -0.37, 0.19], [0.39, -1.07, 0.12], [-0.69, -0.58, -1.20], [0.82, 0.08, -1.08], [-0.08, 0.40, 0.38], [1.40, 0.34, 1.88], [-0.32, 0.40, 0.54], [1.59, -0.06, 0.25], [-0.15, -0.65, 0.19], [-0.34, 0.32, -0.82], [-0.92, -0.80, -1.00], [0.08, 0.00, -0.88], [-0.21, 0.17, -0.22], [-0.44, 0.26, 0.82], [-0.67, 0.39, 0.09], [-0.91, 0.04, -1.10]]}

=====

[2]
{"formula": "C4H5N3", "method": "the ωB97M-V functional and the def2-TZVPD basis", "homo_lumo_gap_ha": 0.3484, "total_energy_ha": -319.6053, "smiles": "C=Nn1ccnc1", "de_lowest_kcal_mol": 67.1, "total_charge": 0, "symbols": ["C", "C", "C", "C", "H", "H", "H", "H", "H", "N", "N", "N"], "positions_angstrom": [[0.849458, -2.249984, -0.140053], [-1.021247, 0.261471, 0.786608], [-0.639599, 1.544138, 0.948615], [0.537810, 0.822497, -0.720338], [1.133617, -2.096477, 0.869135], [1.034121, -3.235420, -0.678357], [-1.752019, -0.358432, 1.271267], [-1.071481, 2.206853, 1.653613], [1.263341, 0.567837, -1.513227], [-0.018580, -1.546480, -0.757516], [-0.125821, -0.250855, -0.228823], [0.292099, 1.889751, 0.007563]], "forces_ev_per_angstrom": [[-1.88, -2.07, -2.06], [1.58, -1.89, -1.10], [-0.05, -0.40, -1.12], [0.53, -1.02, 0.74], [0.97, 0.61, 0.73], [-0.01, 1.19, 1.11], [0.07, -0.15, 0.03], [-0.04, 0.73, 0.32], [-0.40, 1.03, 0.47], [1.16, 0.26, -0.28], [-2.52, 1.07, 1.76], [0.59, 0.65, -0.61]]}